Entry 1:
Density functional theory data (ωB97M-V with the def2-TZVPD basis set) for a cluster of 2 separate species, C10H21ClN in total at a distorted geometry.

Geometry (Å):
C: -3.571 1.167 1.073
C: -2.127 1.666 0.956
C: -3.666 -0.108 2.019
C: -1.141 0.626 0.482
C: -2.587 -1.027 1.836
C: -1.552 -0.711 1.058
C: 2.850 0.139 -2.717
C: 2.451 -1.810 -0.566
C: 2.465 0.511 0.249
C: 1.585 -0.057 -1.941
N: 1.860 -0.503 -0.533
Cl: -0.388 -1.969 0.715
H: -4.093 1.923 1.673
H: -4.164 0.994 0.199
H: -2.063 2.517 0.308
H: -1.715 2.001 1.843
H: -3.721 0.169 3.092
H: -4.643 -0.611 1.621
H: -1.056 0.603 -0.524
H: -0.130 0.698 0.916
H: -2.669 -1.989 2.349
H: 0.752 -0.518 -0.194
H: 2.702 0.394 -3.801
H: 3.357 0.927 -2.258
H: 3.414 -0.860 -2.734
H: 3.416 -1.811 -1.177
H: 2.767 -2.044 0.443
H: 1.711 -2.540 -0.902
H: 3.543 0.626 -0.229
H: 1.872 1.437 0.054
H: 2.556 0.242 1.261
H: 0.936 -0.909 -2.484
H: 1.050 0.828 -2.087

## Properties
Total charge = +1
Energy above the lowest of the compared OMol25 structures with the same formula, charge and spin = 0.000 eV
HOMO level = -12.36 eV
Calculated total energy = -24714.61922 eV
Lowest unoccupied orbital energy = -2.430 eV
Molar mass = 190.74 g mol⁻¹

Atom charges from the Mulliken analysis, given in e for atoms 1 to 2: number 1, C, carries -0.89; number 2, C, carries -1.10

***

Entry 2:
Density functional theory data (ωB97M-V with the def2-TZVPD basis set) for a cluster of 2 separate species, C10H21ClN3O in total at a distorted geometry.

Geometry (Å):
C: 2.880 -3.441 1.189
N: 1.571 -3.218 1.822
C: 1.532 -2.710 3.210
C: 0.477 -3.452 1.147
Cl: -1.081 -3.401 1.799
H: 3.648 -3.164 1.912
H: 2.999 -4.497 0.907
H: 2.977 -2.823 0.286
H: 2.570 -2.574 3.513
H: 1.000 -1.754 3.246
H: 1.041 -3.434 3.869
H: 0.533 -3.849 0.135
C: -0.949 4.565 -1.064
N: -0.357 3.252 -1.041
C: 0.860 3.101 -1.824
C: -0.928 2.319 -0.233
C: -0.386 0.876 -0.311
C: -0.558 0.243 -1.708
C: -1.786 -0.687 -1.599
C: -2.294 -0.537 -0.144
N: -1.197 0.076 0.573
O: -1.866 2.612 0.506
H: -1.824 4.567 -0.412
H: -0.226 5.315 -0.721
H: -1.243 4.827 -2.088
H: 1.336 2.127 -1.654
H: 0.637 3.205 -2.897
H: 1.575 3.893 -1.554
H: 0.664 0.944 0.008
H: -0.683 0.981 -2.508
H: 0.342 -0.345 -1.920
H: -2.567 -0.412 -2.316
H: -1.488 -1.728 -1.765
H: -3.203 0.103 -0.147
H: -2.556 -1.490 0.331
H: -1.451 0.509 1.452

## Properties
Total charge = +1
Energy above the lowest of the compared OMol25 structures with the same formula, charge and spin = 0.707 eV
HOMO level = -11.17 eV
Calculated total energy = -29743.63913 eV
Lowest unoccupied orbital energy = -4.882 eV
Molar mass = 234.75 g mol⁻¹

Atom charges from the Mulliken analysis, given in e for atoms 1 to 2: number 1, C, carries -0.78; number 2, N, carries 0.12